1.
11
Properties=species:S:1:pos:R:3:forces:R:3:nbo_charge:R:1 method="wB97M-V/def2-TZVPD" gap_ev="8.31 / 7.57" charge=0 homo_energy_ev="-7.85 / -7.08" multiplicity=1 de_lowest_kj_mol=371.2
C -0.596 2.358 -0.383 0.576 -1.021 -0.451 0.340
C 0.471 -1.146 1.149 0.712 1.030 2.263 -0.794
C 0.517 -0.027 -1.466 2.862 1.481 -2.056 -0.728
O 0.225 2.425 0.454 -1.085 1.151 0.022 -0.486
Se 1.545 0.135 0.093 -1.099 -1.975 -0.917 0.460
H -1.454 3.023 -0.614 0.133 0.273 0.278 0.135
H 1.217 -1.302 2.012 -1.594 0.021 -0.903 0.226
H -0.540 -0.752 1.527 1.664 -0.399 -0.615 0.224
H 0.360 -2.086 0.642 -0.042 -0.200 -0.382 0.222
H -0.350 -0.606 -1.680 -0.530 -0.502 0.670 0.196
H 1.193 0.085 -2.434 -1.597 0.141 2.091 0.205

***

2.
35
Properties=species:S:1:pos:R:3:forces:R:3:nbo_charge:R:1 method="wB97M-V/def2-TZVPD" gap_ev=8.59 charge=0 homo_energy_ev=-8.03 multiplicity=1 smiles="CC(C)(C)/N=C/[C@@H]1[SiH2]N1C(C)(C)C" de_lowest_kj_mol=444.1
C 0.238 1.808 -0.863 -0.841 1.657 -0.204 -0.390
C 1.234 0.932 -0.318 -0.380 -0.008 0.743 0.087
C -3.381 0.816 -1.436 -3.773 0.824 -0.853 -0.604
C -1.308 -0.568 -1.911 -0.364 1.790 -0.748 -0.611
C -2.284 -0.116 0.476 4.362 0.690 -0.962 -0.627
C 1.988 -2.108 -0.103 -0.810 2.005 -2.529 -0.609
C 3.289 -0.311 1.261 -1.576 0.176 0.321 -0.623
C 1.584 -1.620 2.270 -3.310 0.907 0.474 -0.603
C -2.021 0.428 -0.932 0.378 0.048 -0.779 0.101
C 1.958 -0.992 0.890 -0.435 1.498 2.817 0.076
N -1.236 1.654 -0.927 0.314 -0.215 0.996 -0.805
N 0.913 -0.009 0.479 1.414 -0.676 -0.304 -0.474
Si -1.001 2.827 0.287 1.171 0.196 -1.308 1.234
H 0.738 2.286 -1.737 -1.071 0.148 0.303 0.203
H 2.194 1.376 -0.719 -0.012 -1.446 0.873 0.170
H -3.520 1.233 -2.478 1.061 0.115 1.063 0.223
H -4.067 -0.087 -1.607 0.859 0.845 1.052 0.211
H -3.950 1.581 -0.687 1.346 -1.808 -1.736 0.200
H -0.435 0.030 -2.393 -1.861 -1.223 0.035 0.223
H -2.076 -1.066 -2.581 1.266 0.759 0.390 0.215
H -0.822 -1.297 -1.338 0.601 -1.270 0.805 0.213
H -3.135 0.263 0.841 -2.948 1.853 1.657 0.197
H -2.485 -1.099 0.315 -0.337 -3.254 0.096 0.208
H -1.389 0.025 1.135 -0.909 -0.356 -0.549 0.238
H 2.884 -2.177 -0.645 1.494 0.144 -0.831 0.209
H 1.863 -2.999 0.348 -0.399 -3.136 1.642 0.209
H 1.183 -2.048 -0.881 0.578 0.248 0.833 0.221
H 3.362 0.370 2.108 -0.999 0.129 0.028 0.217
H 3.776 0.127 0.487 1.028 1.872 -2.775 0.199
H 3.986 -1.015 1.493 1.820 -2.660 0.938 0.207
H 2.396 -2.127 2.737 0.819 -0.075 0.355 0.206
H 1.064 -0.880 2.988 1.369 -0.709 -1.014 0.214
H 0.782 -2.380 2.200 0.278 0.180 -0.417 0.201
H -1.063 4.001 -0.491 -0.382 1.644 -0.104 -0.201
H -1.258 3.144 1.733 0.248 -0.892 -0.311 -0.135

***

3.
12
Properties=species:S:1:pos:R:3:forces:R:3:nbo_charge:R:1 method="wB97M-V/def2-TZVPD" gap_ev=9.50 charge=0 homo_energy_ev=-8.79 multiplicity=1 smiles="N=P(N)(N)N" de_lowest_kj_mol=0.0
N -1.455 -0.508 1.011 0.263 -2.110 -0.855 -1.344
N -0.644 1.449 -0.610 -0.878 -1.753 -1.181 -1.162
N 1.334 0.489 0.889 -3.507 -0.792 -0.764 -1.149
N 0.085 -1.035 -1.316 0.767 -3.047 0.125 -1.221
P -0.352 -0.074 -0.025 2.158 0.745 2.443 2.118
H -1.751 -1.540 1.181 0.976 2.652 -0.661 0.406
H 0.159 1.986 -0.684 2.130 0.834 -0.406 0.399
H -1.207 1.960 -0.005 -1.806 0.717 1.190 0.402
H 1.965 -0.287 0.894 0.514 -0.684 0.019 0.349
H 0.895 0.477 1.829 0.666 0.190 -0.423 0.366
H 0.255 -2.080 -1.053 -0.640 2.701 -0.460 0.412
H 0.716 -0.836 -2.109 -0.642 0.548 0.975 0.424

***

4.
99
Properties=species:S:1:pos:R:3:forces:R:3:lowdin_spin:R:1 method="wB97M-V/def2-TZVPD" gap_ev="7.01 / 5.62" charge=0 homo_energy_ev="-6.91 / -8.33" multiplicity=3 s_squared=2.022 de_lowest_kj_mol=164.8
Pd -0.013 0.329 0.096 0.546 -0.831 0.272 0.782
C -3.632 -0.168 -0.711 -0.003 0.017 -0.016 0.002
C -3.511 1.272 -0.210 0.252 -0.113 -0.230 0.016
P -1.741 1.814 -0.022 -0.447 0.303 0.243 0.066
C -1.494 3.132 -1.257 0.115 -0.274 0.094 0.013
C -2.374 4.172 -1.540 0.027 -0.068 0.041 0.004
C -2.049 5.103 -2.512 -0.115 0.145 0.018 0.001
C -0.862 5.000 -3.217 0.106 -0.043 -0.015 0.002
C 0.004 3.949 -2.965 0.005 0.075 -0.101 0.000
C -0.312 3.021 -1.990 0.051 -0.246 0.059 0.007
C -1.797 2.498 1.674 0.018 -0.037 -0.130 0.006
C -1.203 1.710 2.663 -0.071 -0.239 -0.027 -0.002
C -1.187 2.138 3.975 -0.056 -0.038 0.063 -0.001
C -1.743 3.363 4.310 0.020 0.007 0.035 0.000
C -2.331 4.147 3.333 -0.051 0.137 0.072 0.000
C -2.374 3.712 2.019 0.056 -0.207 -0.041 0.002
C -3.372 -1.225 0.366 0.369 -0.182 0.088 0.017
P -1.540 -1.619 0.508 -1.050 0.253 -0.451 0.157
C -1.515 -2.979 1.710 0.297 0.225 0.088 0.029
C -0.773 -4.131 1.461 -0.026 0.067 -0.079 0.015
C -0.727 -5.139 2.407 -0.001 -0.089 0.053 -0.001
C -1.381 -4.991 3.620 0.001 0.006 -0.012 0.014
C -2.066 -3.819 3.896 -0.016 -0.100 0.152 -0.001
C -2.133 -2.815 2.948 -0.031 0.062 -0.218 0.014
C -1.404 -2.435 -1.122 0.121 0.110 0.114 0.009
C -0.684 -1.822 -2.141 0.225 0.235 0.100 0.001
C -0.668 -2.369 -3.413 -0.055 -0.012 -0.122 0.000
C -1.388 -3.522 -3.680 0.050 0.045 -0.045 0.000
C -2.110 -4.136 -2.671 -0.082 -0.113 0.008 0.001
C -2.118 -3.600 -1.397 0.065 0.160 0.040 0.004
H -2.933 -0.318 -1.543 -0.216 -0.018 -0.057 0.000
H -4.642 -0.312 -1.104 0.058 -0.008 -0.038 0.000
H -4.014 1.379 0.754 0.061 0.079 -0.072 0.001
H -3.990 1.944 -0.925 0.007 0.054 0.064 0.002
H -3.315 4.256 -1.016 -0.077 0.016 0.061 0.000
H -2.727 5.916 -2.725 -0.090 0.081 -0.003 0.000
H -0.616 5.732 -3.971 0.000 0.081 -0.075 0.000
H 0.917 3.848 -3.532 0.087 0.000 -0.017 0.000
H 0.365 2.188 -1.786 -0.155 0.247 -0.086 0.004
H -0.720 0.763 2.389 -0.257 0.419 0.203 -0.001
H -0.722 1.525 4.734 0.044 -0.047 0.065 0.000
H -1.709 3.707 5.332 -0.006 0.059 0.116 0.000
H -2.751 5.107 3.592 -0.075 0.093 0.044 0.000
H -2.840 4.327 1.263 -0.046 0.116 -0.081 0.000
H -3.887 -2.154 0.104 0.041 0.058 0.114 0.005
H -3.760 -0.888 1.329 -0.008 -0.005 0.055 0.000
H -0.226 -4.230 0.534 0.067 0.008 -0.040 0.001
H -0.169 -6.041 2.200 0.046 -0.038 -0.021 0.000
H -1.349 -5.785 4.353 0.031 -0.028 0.066 0.001
H -2.539 -3.687 4.859 -0.087 0.022 0.051 0.000
H -2.663 -1.899 3.170 -0.071 0.073 0.056 0.001
H -0.123 -0.896 -1.940 -0.228 -0.475 -0.158 0.000
H -0.102 -1.894 -4.200 0.074 0.070 -0.051 0.000
H -1.390 -3.940 -4.675 0.034 -0.044 -0.084 0.000
H -2.675 -5.034 -2.878 -0.020 -0.075 -0.015 0.000
H -2.683 -4.085 -0.611 -0.023 -0.041 0.031 0.000
O 2.282 0.252 -0.724 0.013 0.699 0.433 0.042
C 2.972 -0.957 -0.456 -0.402 -1.200 -0.089 0.002
C 1.838 -2.052 -0.158 1.298 0.414 -1.019 0.008
O 1.909 -3.177 -0.608 -0.069 -0.495 0.018 0.023
O 0.961 -1.594 0.620 -0.846 0.447 0.676 0.075
C 3.929 -1.213 -1.606 -0.122 0.127 -0.128 0.002
C 4.148 -2.456 -2.183 -0.069 -0.153 -0.009 0.001
C 5.121 -2.611 -3.156 0.120 0.068 -0.130 0.000
C 5.879 -1.531 -3.572 0.060 -0.107 -0.100 0.000
C 5.651 -0.284 -3.017 0.040 0.153 -0.006 0.000
C 4.684 -0.126 -2.042 0.032 -0.119 0.001 0.000
C 3.756 -0.984 0.838 0.072 0.253 0.254 0.000
C 3.628 -0.020 1.829 0.005 -0.046 -0.122 0.004
C 4.347 -0.134 3.008 0.051 0.006 0.151 0.000
C 5.170 -1.223 3.227 0.007 0.035 0.102 0.000
C 5.278 -2.202 2.252 -0.009 -0.039 0.054 0.000
C 4.580 -2.083 1.068 0.027 0.095 -0.007 0.000
H 2.621 0.974 -0.160 -0.147 -0.114 -0.231 -0.001
H 3.555 -3.300 -1.869 0.010 0.023 0.032 0.000
H 5.288 -3.587 -3.590 0.003 -0.077 -0.035 0.000
H 6.646 -1.659 -4.323 0.044 -0.006 -0.068 0.000
H 6.233 0.569 -3.339 0.039 0.046 -0.017 0.000
H 4.526 0.850 -1.604 -0.013 0.056 0.014 0.000
H 2.959 0.824 1.725 0.070 -0.080 -0.067 0.007
H 4.248 0.631 3.766 -0.020 0.048 0.065 0.000
H 5.709 -1.319 4.158 0.069 0.010 0.055 0.000
H 5.901 -3.067 2.422 0.084 -0.088 0.002 0.000
H 4.660 -2.848 0.312 0.036 -0.084 -0.037 0.000
O 3.549 8.674 -0.843 0.129 0.098 -0.054 0.001
C 2.289 8.262 -0.586 -0.177 0.475 -0.113 0.007
O 1.384 9.057 -0.614 0.359 -0.254 -0.001 0.014
C 2.096 6.826 -0.275 -0.130 -0.667 0.139 0.046
C 0.801 6.407 0.048 0.155 0.323 -0.141 -0.009
C 0.544 5.105 0.401 0.044 -0.084 0.127 0.041
C 1.577 4.164 0.425 0.042 0.137 -0.129 0.045
S 1.334 2.561 1.029 0.024 -0.172 0.203 0.480
C 2.864 4.564 0.051 -0.027 -0.229 0.001 0.049
C 3.122 5.877 -0.272 -0.113 0.463 -0.054 -0.006
H 4.188 7.950 -0.793 -0.219 0.107 0.030 0.000
H 0.011 7.143 0.033 -0.044 0.047 0.000 -0.001
H -0.452 4.799 0.679 -0.023 0.033 0.056 0.002
H 3.664 3.840 0.049 0.048 -0.075 -0.004 0.002
H 4.144 6.140 -0.516 0.035 -0.028 -0.031 -0.001

***

5.
52
Properties=species:S:1:pos:R:3:forces:R:3:nbo_charge:R:1 method="wB97M-V/def2-TZVPD" gap_ev=9.24 charge=0 homo_energy_ev=-8.69 multiplicity=1 smiles="CCOCCCNC(=O)[C@@H]1CC(=O)N(CCc2ccc(C)cc2)C1" de_lowest_kj_mol=68.7
C -4.068 -0.495 -2.580 -0.019 0.276 0.375 -0.619
C -3.873 0.589 -1.531 0.036 -0.058 -0.185 -0.077
O -4.243 0.057 -0.266 0.017 -0.247 -0.277 -0.552
C -4.434 1.010 0.746 0.034 0.353 0.300 -0.053
C -3.154 1.749 1.161 -0.090 -0.460 -0.182 -0.446
H -3.376 2.396 2.011 -0.007 0.064 0.014 0.205
C -2.055 0.741 1.504 -0.229 0.190 -0.317 -0.222
N -0.740 1.342 1.581 -0.195 -0.054 0.339 -0.620
C -0.047 1.659 0.467 0.465 0.303 0.593 0.700
O -0.507 1.554 -0.648 -0.227 -0.097 -0.491 -0.635
C 1.380 2.134 0.761 -0.089 0.014 -0.333 -0.317
H 1.325 2.955 1.480 -0.011 -0.089 -0.016 0.226
C 2.103 2.548 -0.521 -0.085 0.061 -0.078 -0.510
C 3.161 1.485 -0.760 -0.192 0.357 0.184 0.691
O 3.898 1.397 -1.716 0.234 -0.087 -0.410 -0.628
N 3.158 0.644 0.297 -0.082 -0.160 0.155 -0.442
C 3.953 -0.559 0.342 0.214 -0.101 -0.323 -0.202
H 4.966 -0.311 0.011 -0.044 -0.051 0.119 0.224
H 3.988 -0.905 1.378 0.034 0.026 -0.038 0.197
C 3.384 -1.653 -0.578 0.041 0.178 0.199 -0.433
C 1.945 -1.953 -0.269 0.065 -0.078 -0.143 -0.050
C 1.597 -2.763 0.806 -0.005 0.008 -0.029 -0.230
C 0.271 -3.032 1.088 0.023 0.023 0.039 -0.168
C -0.749 -2.503 0.304 -0.023 0.042 -0.016 -0.035
C -0.399 -1.683 -0.761 -0.057 -0.080 0.104 -0.231
C 0.927 -1.408 -1.041 0.136 -0.054 0.050 -0.151
H 1.173 -0.764 -1.872 0.050 0.087 -0.119 0.213
H -1.169 -1.251 -1.382 -0.135 0.085 -0.052 0.215
C -2.182 -2.847 0.584 0.017 -0.067 -0.068 -0.643
H -2.861 -2.097 0.184 -0.085 0.050 0.001 0.233
H -2.426 -3.804 0.121 -0.093 -0.054 0.010 0.221
H -2.355 -2.944 1.655 -0.069 -0.008 0.071 0.211
H 0.022 -3.671 1.925 -0.037 -0.063 0.082 0.199
H 2.375 -3.195 1.422 0.091 -0.058 0.061 0.204
H 3.474 -1.303 -1.607 0.065 -0.050 0.004 0.232
H 3.993 -2.551 -0.459 0.029 -0.007 -0.066 0.215
C 2.208 0.961 1.329 0.017 -0.077 0.409 -0.196
H 2.738 1.249 2.249 -0.107 -0.058 -0.039 0.187
H 1.582 0.089 1.551 0.068 0.115 0.029 0.214
H 2.574 3.528 -0.452 0.049 -0.026 -0.011 0.234
H 1.411 2.556 -1.365 0.098 0.024 0.047 0.268
H -0.344 1.525 2.488 0.088 -0.015 -0.113 0.395
H -2.269 0.241 2.450 0.034 -0.065 -0.029 0.199
H -2.024 -0.005 0.708 -0.016 -0.019 0.184 0.226
H -2.806 2.370 0.336 0.019 0.067 0.022 0.220
H -5.191 1.748 0.437 0.019 -0.115 0.058 0.168
H -4.825 0.441 1.594 -0.049 0.111 -0.011 0.183
H -2.826 0.918 -1.519 -0.094 0.042 0.044 0.192
H -4.508 1.457 -1.763 0.064 -0.024 0.042 0.161
H -3.779 -0.119 -3.556 0.038 0.002 -0.128 0.213
H -3.459 -1.363 -2.339 0.086 -0.115 -0.017 0.207
H -5.110 -0.806 -2.609 -0.091 -0.041 -0.042 0.210

***

6.
44
Properties=species:S:1:pos:R:3:forces:R:3:nbo_charge:R:1 method="wB97M-V/def2-TZVPD" gap_ev=8.29 charge=0 homo_energy_ev=-8.43 multiplicity=1 de_lowest_kj_mol=1212.9
C 0.058 -1.216 -2.802 -3.562 -0.267 -0.983 -0.639
C 1.352 -1.608 -3.150 7.568 -2.103 0.572 -0.384
C 1.708 -2.990 -2.441 6.268 5.648 -2.085 -0.342
C 1.671 -3.101 -1.055 -3.776 -3.813 2.547 -0.495
C 2.560 -2.194 -0.519 7.558 1.414 7.087 -0.381
H 3.795 -2.510 -0.582 -3.267 0.213 -0.046 0.200
H 2.769 -1.148 -0.813 -1.456 -0.459 -0.235 0.234
C 2.334 -2.232 1.170 3.478 4.436 -3.364 -0.194
N 1.040 -1.747 1.420 0.490 2.083 -2.122 -0.609
C 0.331 -1.949 2.450 -0.510 -6.697 8.711 0.636
O 0.745 -2.817 3.569 -1.752 4.807 -6.139 -0.738
C -1.124 -1.588 2.496 -1.183 3.654 -1.722 -0.496
C -1.297 -0.072 1.631 -2.762 -5.875 13.972 0.422
N -1.787 0.934 2.529 -0.303 -1.626 -4.658 -0.347
N -1.816 1.856 1.499 3.319 2.328 2.367 -0.185
C -2.012 3.193 1.636 -2.038 2.367 -3.785 0.253
C -1.881 4.093 0.430 0.129 -3.310 5.229 -0.260
C -1.159 3.503 -0.607 -3.230 1.670 5.682 0.229
N -0.949 2.265 -0.531 4.127 -3.462 -3.108 -0.461
C -0.946 1.474 0.469 -4.155 0.115 -0.886 0.519
N -0.799 0.111 0.554 2.879 3.357 -6.546 -0.546
C -0.812 4.299 -1.646 -2.768 5.189 -4.011 -0.649
H -1.897 4.712 -2.034 2.430 -0.259 0.889 0.222
H -0.218 5.226 -1.380 -0.220 -1.527 -0.861 0.260
H -0.695 3.624 -2.410 2.130 -0.770 -2.582 0.250
H -2.308 5.075 0.613 0.465 0.010 -0.607 0.230
C -2.833 3.642 2.733 2.141 -0.454 5.789 -0.671
H -2.247 3.377 3.907 -0.901 0.947 -3.390 0.237
H -3.583 2.945 3.033 -1.206 -0.349 -0.590 0.264
H -3.097 4.695 2.862 -0.004 -0.386 -0.669 0.245
H -1.531 -1.436 3.563 0.739 -0.454 -1.978 0.273
H -1.757 -2.225 1.816 0.785 0.034 1.143 0.247
H 0.702 -0.978 0.804 0.236 -0.959 0.280 0.434
H 3.178 -1.494 1.539 -1.721 -1.326 -0.212 0.184
H 2.531 -3.151 1.567 0.137 -2.464 1.001 0.223
H 0.686 -2.918 -0.520 0.351 0.068 -1.265 0.216
H 1.765 -4.226 -0.735 0.643 1.990 -0.341 0.228
H 1.397 -3.741 -2.888 -4.666 -6.573 -4.436 0.190
H 2.865 -3.341 -2.809 -2.101 1.602 1.163 0.160
H 1.651 -1.924 -4.136 -0.740 0.635 -1.037 0.209
H 2.239 -0.801 -2.874 -2.310 -1.781 -0.514 0.175
H 0.184 -1.042 -1.690 -1.593 0.509 -1.323 0.232
H -0.615 -2.153 -3.098 0.813 2.038 1.177 0.202
H -0.199 -0.419 -3.570 -0.461 -0.200 1.890 0.225